One molecule with the formula C15H24N2O4S, computed with ωB97M-V with the def2-TZVPD basis set.

Highest occupied orbital energy: -8.345 eV
LUMO: 0.595 eV
SMILES string: CCOc1ccc(S(=O)(=O)NCCCN2CCOCC2)cc1
Energy above the lowest of the compared OMol25 structures with the same formula, charge and spin: 2.6586 eV
Max |F|: 0.90 eV/A

```
! RIJCOSX wB97M-V def2-TZVPD def2/J DEFGRID3
* xyz 0 1
C -1.546 1.865 6.652
C -0.525 2.854 6.096
O -0.803 3.230 4.760
C -0.508 2.396 3.737
C 0.140 1.166 3.854
C 0.401 0.416 2.719
C 0.020 0.881 1.478
S 0.325 -0.093 0.016
O 1.184 -1.194 0.376
O 0.718 0.770 -1.055
N -1.230 -0.641 -0.283
C -1.699 -0.729 -1.651
C -1.598 -2.130 -2.254
C -0.143 -2.593 -2.376
N 0.638 -1.654 -3.151
C 0.472 -1.779 -4.585
C 1.167 -0.593 -5.256
O 2.534 -0.545 -4.933
C 2.707 -0.473 -3.532
C 2.053 -1.660 -2.829
C -0.621 2.100 1.346
C -0.884 2.854 2.467
H -1.319 1.653 7.693
H -2.543 2.292 6.587
H -1.534 0.934 6.091
H -0.576 3.792 6.655
H 0.494 2.457 6.182
H 0.453 0.786 4.813
H 0.910 -0.533 2.784
H -1.416 -1.471 0.260
H -2.741 -0.386 -1.675
H -1.077 -0.040 -2.223
H -2.147 -2.840 -1.630
H -2.072 -2.114 -3.237
H -0.118 -3.612 -2.804
H 0.297 -2.638 -1.377
H -0.589 -1.763 -4.837
H 0.912 -2.722 -4.964
H 1.110 -0.672 -6.343
H 0.674 0.334 -4.926
H 3.784 -0.461 -3.359
H 2.255 0.449 -3.140
H 2.173 -1.548 -1.752
H 2.540 -2.598 -3.157
H -0.893 2.440 0.360
H -1.377 3.810 2.399
*
```